{"formula": "C7H17BINS", "method": "ωB97M-V/def2-TZVPD", "elements": ["C", "C", "C", "I", "B", "S", "C", "C", "C", "C", "N", "H", "H", "H", "H", "H", "H", "H", "H", "H", "H", "H", "H", "H", "H", "H", "H", "H"], "positions_angstrom": [[-0.163958, 2.001950, 1.779986], [-0.062200, 2.853532, 0.483794], [-0.782514, 2.267965, -0.774678], [-2.701475, 1.415396, -0.220744], [0.124438, 1.279406, -1.656474], [0.125250, 1.299331, -3.513150], [1.088851, 0.163507, -1.014865], [0.140158, -1.003918, -0.533605], [0.948563, -2.233010, -0.035453], [-0.094428, -3.323902, 0.399599], [-0.265773, -3.231592, 1.872254], [-1.122129, 2.152333, 2.292661], [0.601447, 2.388175, 2.479453], [0.069434, 0.939079, 1.635189], [1.008755, 3.051557, 0.312698], [-0.537205, 3.824681, 0.697471], [-1.021709, 3.130457, -1.421403], [-0.784110, 2.249701, -3.884421], [1.719439, -0.290370, -1.800282], [1.697898, 0.561151, -0.188944], [-0.531044, -1.257912, -1.369237], [-0.489395, -0.627377, 0.286875], [1.638128, -2.629483, -0.793157], [1.556427, -1.887882, 0.816072], [-1.043172, -3.062514, -0.108857], [0.202112, -4.331742, 0.080540], [-0.081141, -2.268605, 2.119824], [-1.240647, -3.429913, 2.058850]], "atomic_forces_ev_per_a": [[0.7, 0.7, 0.2], [-0.7, -0.4, 0.6], [1.0, 0.7, -0.3], [0.3, 0.2, -0.4], [-0.1, -0.4, -0.2], [-0.2, 0.2, 0.8], [-1.1, -0.1, -0.7], [1.1, 0.5, 0.0], [-1.2, -0.1, -0.2], [0.6, 1.0, 0.1], [-0.1, -0.4, -0.8], [0.2, -0.4, -0.3], [-0.3, -0.2, -0.2], [-0.3, 0.3, -0.1], [-0.4, -0.1, -0.4], [0.3, -0.2, 0.0], [-0.3, -0.4, 0.3], [0.3, -0.4, 0.5], [0.1, 0.4, 0.4], [-0.1, -0.2, -0.2], [0.2, -0.1, 0.3], [0.1, -0.3, -0.2], [-0.2, 0.3, 0.0], [-0.1, -0.4, -0.1], [0.4, -0.3, 0.0], [0.0, 0.2, 0.3], [-0.2, 0.0, 0.3], [0.0, 0.1, 0.4]], "nbo_charge": [-0.622, -0.423, -0.683, 0.102, 0.672, -0.192, -0.799, -0.382, -0.410, -0.212, -0.827, 0.221, 0.213, 0.204, 0.215, 0.211, 0.237, 0.148, 0.225, 0.232, 0.208, 0.201, 0.209, 0.200, 0.166, 0.187, 0.346, 0.352], "energy_ev": -28637.6861, "homo_ev": -9.3, "smiles": "CC[C@H](I)B(S)CCCCN", "homo_lumo_gap_ev": 9.326}

{"formula": "C7H17BN2", "method": "ωB97M-V/def2-TZVPD", "elements": ["B", "C", "C", "C", "C", "C", "C", "C", "N", "N", "H", "H", "H", "H", "H", "H", "H", "H", "H", "H", "H", "H", "H", "H", "H", "H", "H"], "positions_angstrom": [[2.099670, 0.122247, -0.101423], [-0.716432, 0.848424, -0.136156], [-0.328398, -0.713460, 0.007035], [3.613383, 0.357440, -0.128420], [-2.191386, 1.077304, -0.604381], [-0.768418, 1.402910, 1.368127], [-0.828423, -1.572541, 1.114903], [-0.641644, -1.346129, -1.268705], [0.194092, 1.557685, -0.869502], [1.193624, -0.837468, 0.255259], [3.852620, 1.323499, 0.439373], [4.020942, 0.588091, -1.157279], [4.142588, -0.608407, 0.199268], [-2.550535, 2.068337, -0.565920], [-2.921671, 0.435088, -0.100855], [-2.228280, 0.916771, -1.717646], [-0.369387, 0.663117, 2.094942], [-1.784559, 1.859281, 1.583961], [-0.094041, 2.324588, 1.514840], [-0.528789, -2.584438, 0.934134], [-1.898743, -1.581272, 1.128725], [-0.618851, -1.352448, 2.128302], [-0.156640, -0.880358, -2.214397], [-1.807979, -1.285174, -1.377090], [-0.311411, -2.399627, -1.240455], [0.266962, 1.363228, -1.881778], [1.361696, -1.746681, 0.595147]], "atomic_forces_ev_per_a": [[-2.6, 0.6, -0.7], [-1.7, -0.5, 3.6], [1.9, 1.5, 0.5], [1.3, 0.6, -0.5], [0.7, -1.9, -2.3], [0.9, 1.9, 0.0], [-2.0, -0.2, 0.0], [-1.6, -0.9, -3.0], [4.2, 0.2, -0.8], [-0.9, 2.4, -1.3], [-0.1, -1.7, -0.3], [-0.7, -0.4, 0.9], [-0.5, 1.7, 0.0], [0.2, 1.4, 0.8], [0.2, -0.1, -0.1], [-0.2, -0.4, 0.8], [-0.8, 0.6, -0.2], [1.1, -1.2, 0.2], [-0.7, -1.4, -0.7], [0.2, -0.8, -0.1], [-1.0, -0.1, -0.3], [0.9, 0.7, 0.8], [-0.8, -0.5, 1.8], [2.2, -0.5, -0.1], [-0.4, 0.2, -0.3], [-0.5, -0.3, 0.7], [0.8, -0.9, 0.5]], "nbo_charge": [1.089, 0.100, 0.144, -1.097, -0.624, -0.636, -0.641, -0.631, -0.861, -0.944, 0.276, 0.271, 0.254, 0.223, 0.201, 0.198, 0.198, 0.211, 0.226, 0.197, 0.223, 0.224, 0.226, 0.229, 0.201, 0.337, 0.408], "energy_ev": -11188.7642, "relative_energy_kcal_mol": 54.0, "homo_ev": [-7.6, -7.6], "homo_lumo_gap_ev": [7.919, 7.918]}

{"formula": "C7H17Br2NO3", "method": "ωB97M-V/def2-TZVPD", "elements": ["C", "N", "O", "O", "H", "H", "H", "Br", "C", "C", "Br", "H", "H", "H", "H", "C", "C", "O", "C", "C", "H", "H", "H", "H", "H", "H", "H", "H", "H", "H"], "positions_angstrom": [[17.198317, -10.348854, 15.809191], [16.424419, -9.609149, 16.847173], [16.704835, -9.811145, 18.009470], [15.570448, -8.848910, 16.439313], [17.955977, -9.664489, 15.435894], [16.497142, -10.617205, 15.028521], [17.687940, -11.193270, 16.276905], [20.666429, -6.746034, 12.727442], [20.820822, -8.675865, 12.869385], [22.275477, -9.051670, 12.938794], [22.399632, -10.957126, 13.342697], [20.348505, -9.112445, 11.998721], [20.313009, -8.967028, 13.782386], [22.811924, -8.500777, 13.700649], [22.760812, -8.934945, 11.975102], [8.509155, -9.198371, 19.599145], [9.762903, -9.905378, 19.107308], [10.556727, -9.071495, 18.273981], [11.623238, -8.447098, 18.947278], [12.476757, -7.701688, 17.940774], [7.877098, -8.940073, 18.750365], [7.939677, -9.873114, 20.244585], [8.736659, -8.293422, 20.160972], [10.370703, -10.275776, 19.940081], [9.478555, -10.773279, 18.506105], [11.240853, -7.754649, 19.711712], [12.236525, -9.202279, 19.459106], [13.274077, -7.155293, 18.452925], [11.897680, -6.954914, 17.396079], [12.951955, -8.386581, 17.242371]], "atomic_forces_ev_per_a": [[0.1, 0.1, 0.1], [0.0, -0.1, -0.1], [-0.1, 0.1, 0.0], [0.1, 0.0, 0.2], [-0.1, 0.1, -0.1], [0.1, -0.1, -0.1], [-0.1, -0.1, 0.0], [0.0, 0.1, -0.1], [0.2, 0.0, 0.2], [0.1, -0.2, -0.3], [0.0, 0.1, 0.1], [-0.2, 0.0, 0.0], [-0.1, 0.0, 0.0], [0.0, -0.1, 0.1], [0.1, 0.1, 0.0], [0.0, -0.3, 0.0], [0.0, 0.1, -0.1], [-0.2, -0.3, -0.1], [0.2, 0.3, 0.0], [0.1, 0.2, 0.2], [0.0, 0.1, 0.0], [0.0, 0.1, 0.0], [0.1, 0.0, 0.0], [0.0, 0.0, 0.1], [0.0, 0.0, 0.0], [0.0, 0.0, 0.0], [-0.1, 0.0, 0.0], [0.0, -0.1, 0.0], [-0.1, -0.2, -0.1], [-0.1, 0.0, -0.1]], "nbo_charge": [-0.484, 0.535, -0.370, -0.377, 0.230, 0.235, 0.232, -0.003, -0.447, -0.437, -0.018, 0.228, 0.219, 0.230, 0.227, -0.631, -0.059, -0.546, -0.057, -0.621, 0.211, 0.207, 0.206, 0.162, 0.178, 0.154, 0.158, 0.211, 0.208, 0.219], "energy_ev": -155249.0268, "homo_ev": -9.4, "smiles": "C[N+](=O)[O-].BrCCBr.CCOCC", "homo_lumo_gap_ev": 9.650}

{"formula": "C7H17BrO2Si", "method": "ωB97M-V/def2-TZVPD", "elements": ["C", "C", "C", "C", "C", "C", "C", "O", "O", "Si", "Br", "H", "H", "H", "H", "H", "H", "H", "H", "H", "H", "H", "H", "H", "H", "H", "H", "H"], "positions_angstrom": [[-0.004870, -0.007372, -2.249076], [-2.649869, 0.726637, 0.841873], [1.501260, 0.053052, 2.081341], [1.631786, -2.007640, 0.347008], [0.332287, 1.511223, -2.314249], [-2.451271, -0.726786, 0.655211], [1.619466, -0.458726, 0.690258], [1.373226, 1.872425, -1.346218], [-1.195415, -0.973919, 0.206531], [2.112099, 0.941901, -0.226843], [3.255715, 2.792414, 0.551284], [-0.390444, -0.485219, -3.188861], [0.860628, -0.570961, -2.078408], [-0.707178, -0.223613, -1.474013], [-2.756139, 1.276590, -0.124081], [-3.626477, 1.001256, 1.255712], [-1.727458, 1.089030, 1.334227], [0.664863, -0.557382, 2.603023], [2.326033, 0.014636, 2.789065], [1.101925, 1.031798, 2.004980], [0.898508, -2.309191, -0.419074], [1.212675, -2.520337, 1.212325], [2.593330, -2.307925, 0.142422], [-0.606378, 2.048125, -2.004509], [0.782369, 1.769090, -3.413977], [-3.090828, -1.081053, -0.227487], [-2.659486, -1.425395, 1.501204], [-0.400366, -0.472647, 0.850336]], "atomic_forces_ev_per_a": [[-0.8, 0.8, -1.7], [-0.6, 1.5, -0.6], [-2.7, -2.5, 1.4], [-3.0, 2.6, 1.2], [0.7, -0.6, -1.3], [-2.3, -1.7, -1.1], [-0.5, -2.9, 1.4], [-2.4, -0.3, -0.8], [5.4, 1.1, 2.1], [3.7, 1.9, -4.0], [-0.4, -0.7, 0.8], [0.1, 1.0, 0.5], [1.6, -0.8, 0.4], [-0.2, 0.0, 0.3], [0.7, -0.7, 0.3], [0.5, -0.1, 0.9], [-0.9, 0.4, 0.3], [1.1, 0.7, -0.3], [0.5, 0.0, -0.3], [-0.1, 1.4, 0.6], [0.6, 0.6, -0.2], [0.4, -0.1, 0.3], [2.2, -0.8, -0.6], [1.1, 0.0, -0.8], [-1.4, -0.2, 2.8], [0.4, 0.3, 1.3], [-0.3, 0.9, -0.1], [-3.4, -2.1, -2.6]], "nbo_charge": [-0.680, -0.640, -0.708, -0.649, -0.054, -0.061, -0.476, -0.929, -0.749, 1.411, -0.354, 0.219, 0.205, 0.252, 0.214, 0.226, 0.198, 0.209, 0.260, 0.219, 0.249, 0.215, 0.230, 0.187, 0.193, 0.177, 0.161, 0.477], "energy_ev": -89545.5647, "homo_ev": [-5.8, -10.0], "homo_lumo_gap_ev": [6.409, 8.439], "spin_multiplicity": 3}